ORCA calculation (the ωB97M-V functional and the def2-TZVPD basis) on a structure of composition C20H23N5O6S2ScSi.

The calculation puts the HOMO-LUMO gap at 5.4 eV. The calculation puts the energy relative to the best compared isomer or geometry (same formula, charge and spin) at 12.0 kcal/mol. Its LUMO energy is 0.082 Eh. For the total energy, the calculation gives -91106.049 eV. The spin multiplicity is 1. As for the total charge: -1. For the largest force on an atom, the calculation gives 0.14 eV/A.

Cartesian coordinates (Å):
1 C -2.114 -3.200 -2.221
2 N 1.868 -2.424 1.934
3 O -2.272 -1.230 1.129
4 Sc -0.615 -0.343 0.296
5 Si -0.591 -3.437 -1.153
6 H -1.770 3.794 2.345
7 H -0.899 5.471 0.721
8 C 1.427 -1.426 2.720
9 H -1.958 1.192 2.663
10 H 1.567 -4.622 -1.440
11 O -1.172 1.141 -3.247
12 C 2.219 -0.619 -0.911
13 C -0.574 2.219 1.506
14 O -2.404 0.657 -0.214
15 H -2.841 -2.563 -1.706
16 H 2.767 -1.824 4.346
17 C -0.017 0.383 3.012
18 C -1.095 -4.231 0.460
19 N 0.168 -1.908 -0.800
20 N 0.282 1.831 0.559
21 H -1.870 -2.723 -3.175
22 C 0.406 0.634 4.285
23 C 0.394 4.058 -0.258
24 C 1.431 -0.196 4.781
25 C 3.229 -0.035 -3.022
26 C 0.778 2.735 -0.291
27 C 0.631 -4.584 -2.003
28 H 1.480 2.355 -1.025
29 C 3.212 0.028 -1.639
30 H -1.584 -5.189 0.262
31 C -0.555 4.445 0.685
32 C -0.782 0.737 -2.274
33 O -4.376 -0.799 -0.064
34 C 1.209 -1.351 -1.552
35 H -2.602 -4.154 -2.436
36 S 3.608 -2.766 1.907
37 H 1.820 -0.029 5.778
38 H 0.806 4.762 -0.967
39 H -1.793 -3.598 1.009
40 C -1.045 3.527 1.589
41 H 1.403 -2.445 1.030
42 C 2.244 -0.774 -3.674
43 O 4.258 -1.405 1.606
44 H 0.868 -4.289 -3.026
45 H 0.478 -1.964 -3.482
46 H -0.009 1.453 4.853
47 H 2.297 -0.623 0.171
48 H 0.214 -5.594 -2.031
49 C 1.957 -1.192 4.014
50 N -0.992 1.193 2.345
51 N 0.463 -0.610 2.247
52 H 3.997 0.542 -1.098
53 H 4.011 0.457 -3.585
54 S -3.314 -0.191 0.684
55 H -0.223 -4.416 1.093
56 H 2.249 -0.844 -4.756
57 C 1.254 -1.417 -2.959
58 O -3.730 0.600 1.834

=====

ORCA calculation (the ωB97M-V functional and the def2-TZVPD basis) on an isolated molecule of C15H11Cl2N3OS2 in a non-equilibrium geometry.

Its structure (SMILES) is Oc1nc(/N=N/Cc2cccs2)sc1Cc1ccc(Cl)c(Cl)c1. The calculation puts the HOMO-LUMO gap at 7.8 eV. The calculation puts the energy relative to the best compared isomer or geometry (same formula, charge and spin) at 0.0 kcal/mol. Its LUMO energy is -0.029 Eh. For the total energy, the calculation gives -68964.615 eV. The spin multiplicity is 1. For the largest force on an atom, the calculation gives 3.35 eV/A.

Cartesian coordinates (Å):
1 H 1.749 -2.546 4.036
2 Cl 5.869 -4.146 2.093
3 Cl 6.119 -1.234 0.704
4 C -4.710 3.539 -4.112
5 S -2.961 3.434 -3.976
6 N -1.131 0.047 0.509
7 H -5.255 4.473 -4.200
8 C -3.099 1.745 -3.641
9 C 4.770 -1.600 1.748
10 C -5.351 2.344 -3.967
11 C -4.396 1.285 -3.699
12 C -1.955 0.756 -3.499
13 C 3.559 -3.195 3.111
14 C -0.311 0.623 -0.370
15 N -1.732 0.603 -2.107
16 S 1.288 0.971 0.302
17 H -2.200 -0.250 -3.907
18 H 0.963 -0.316 3.851
19 C 4.673 -2.885 2.338
20 C 1.588 0.090 3.068
21 O -1.250 -0.869 2.588
22 C -0.488 -0.208 1.689
23 H 2.022 1.021 3.386
24 H 3.463 -4.181 3.573
25 C 2.672 -0.927 2.814
26 C 0.787 0.238 1.811
27 H -4.667 0.230 -3.590
28 H -6.429 2.242 -4.040
29 C 3.801 -0.584 2.024
30 H -1.105 1.084 -4.075
31 C 2.554 -2.228 3.368
32 H -2.122 -0.928 2.186
33 N -0.615 0.960 -1.666
34 H 3.900 0.411 1.649

=====

ORCA calculation (the ωB97M-V functional and the def2-TZVPD basis) on a cluster of 2 separate species, C4H9NO4 in total in a non-equilibrium geometry.

Its structure (SMILES) is [H]/N=C/OC.O=C(O)CO. The calculation puts the HOMO-LUMO gap at 9.9 eV. The calculation puts the energy relative to the best compared isomer or geometry (same formula, charge and spin) at 88.3 kcal/mol. Its LUMO energy is 0.024 Eh. For the total energy, the calculation gives -13971.329 eV. The spin multiplicity is 1. For the largest force on an atom, the calculation gives 4.83 eV/A.

Cartesian coordinates (Å):
1 H -0.545 -1.468 1.175
2 H 1.166 -1.854 1.509
3 C -0.800 0.189 -1.448
4 H 1.990 1.292 0.164
5 O -0.678 -1.191 -1.507
6 H -2.021 2.603 0.314
7 C -1.158 0.900 0.206
8 C 0.358 -1.152 1.691
9 C 1.494 0.324 0.078
10 O -1.191 2.232 -0.021
11 H 2.533 -0.447 -1.327
12 H -1.810 0.404 -1.804
13 H -0.159 0.754 -2.142
14 H 0.216 -1.407 -1.160
15 O 0.647 0.192 1.229
16 N 1.835 -0.671 -0.626
17 O -1.942 0.362 0.936
18 H 0.065 -1.062 2.733

=====

ORCA calculation (the ωB97M-V functional and the def2-TZVPD basis) on a structure of composition C37H42N4O2PS4SbTcTe in a non-equilibrium geometry.

The calculation puts the HOMO-LUMO gap (spin up / spin down) at 6.3 / 2.3 eV. Its LUMO energy (spin up / spin down) is -0.218 / -0.361 Eh. For the total energy, the calculation gives -117749.659 eV. The spin multiplicity is 2. As for the total charge: +2. For the largest force on an atom, the calculation gives 4.33 eV/A.

Cartesian coordinates (Å):
1 H 1.792 -3.978 0.977
2 N 1.320 -1.838 -0.218
3 C -6.991 3.290 0.870
4 S -4.619 -0.662 -0.710
5 C 2.075 -3.258 -2.879
6 H -0.540 -2.702 5.160
7 C 3.826 -0.085 -0.823
8 C 2.046 -1.516 -4.502
9 H -3.899 1.851 4.127
10 P -4.029 0.669 1.983
11 C -0.460 3.133 0.768
12 C 3.489 2.387 -1.412
13 C 1.900 -0.099 -4.931
14 H 1.949 -3.623 -1.835
15 H 8.406 -0.227 0.654
16 H -2.738 3.171 -2.605
17 C 0.079 -2.080 3.199
18 H -0.335 -1.069 3.377
19 H -2.741 0.434 4.116
20 C -4.960 2.169 1.486
21 H -4.796 -1.147 3.276
22 H -3.203 3.352 1.899
23 H 8.398 1.368 -0.202
24 C -6.303 2.090 1.060
25 C -4.991 4.541 1.421
26 H -6.045 0.026 3.186
27 H -2.728 1.338 -2.558
28 N -2.895 -2.040 1.275
29 H 2.258 -2.056 -6.547
30 C 4.341 -2.586 -0.536
31 H 4.886 -3.207 0.203
32 C -6.319 4.475 1.044
33 O -0.436 -0.690 0.789
34 C 1.286 -3.741 1.905
35 H -5.799 -1.045 1.808
36 N -1.164 2.032 1.102
37 H -0.329 4.396 2.478
38 C 0.595 -2.499 1.959
39 S -4.660 0.045 -2.673
40 C 4.284 1.240 -0.775
41 C -0.729 3.405 -0.600
42 C 7.891 0.749 0.567
43 H -1.364 2.329 -3.154
44 H 3.337 2.242 -2.516
45 C 1.349 -4.538 3.034
46 C -2.159 2.298 -2.383
47 C 0.471 -1.596 0.737
48 C 2.022 -1.906 -3.144
49 Te 1.842 -0.450 -1.585
50 C 4.665 -1.117 -0.376
51 Sb -3.393 -2.083 -3.087
52 C -5.282 -0.459 2.620
53 H 2.651 -4.550 -6.006
54 H -8.018 3.333 0.563
55 H -6.875 5.393 0.979
56 C 0.329 3.916 1.729
57 H 3.983 3.345 -1.290
58 C 2.299 -2.441 -5.519
59 H 2.139 -0.009 -5.992
60 C -3.171 1.259 3.543
61 O -4.288 -3.716 2.342
62 H 0.858 4.722 1.187
63 H -2.356 1.941 3.234
64 S -1.495 -1.248 -1.863
65 C 5.962 -0.768 0.047
66 H -6.831 1.169 0.835
67 C 0.664 -4.216 4.190
68 C -3.608 -2.914 1.748
69 C -4.278 3.377 1.600
70 H 2.010 -5.402 3.009
71 C 6.432 0.543 0.213
72 C 5.529 1.549 -0.153
73 C 0.038 -2.987 4.273
74 H 0.903 0.298 -4.752
75 H 5.790 2.608 0.030
76 N -1.811 1.479 -0.032
77 C -1.585 2.375 -1.076
78 H -4.545 5.512 1.490
79 H 1.092 3.252 2.285
80 S -4.719 -2.729 -1.140
81 H 6.601 -1.625 0.312
82 H -0.832 1.346 1.774
83 H 3.268 -2.827 -0.434
84 H 4.687 -2.921 -1.579
85 C 2.497 -3.778 -5.229
86 Tc -2.554 -0.418 0.129
87 H 2.734 -5.161 -3.592
88 H 0.706 -4.856 5.040
89 H 8.054 1.286 1.475
90 C 2.445 -4.148 -3.901
91 H 2.608 0.554 -4.413
92 H 2.483 2.453 -0.943
93 H -0.392 4.276 -1.137